Entry 1:
{"formula": "C5H7N", "method": "ωB97M-V/def2-TZVPD", "e_above_lowest_ev": 3.842, "lumo_ev": 1.0, "orbital_gap_ev": 9.66, "symbols": ["C", "C", "C", "C", "N", "C", "H", "H", "H", "H", "H", "H", "H"], "xyz": [[1.15891, -0.22049, 0.42930], [0.68093, 1.12271, -0.09872], [0.15172, -1.03523, -0.33909], [-1.08740, -0.27581, -0.45716], [-1.39070, -1.04451, 0.69881], [-0.64086, 1.13383, -0.33480], [2.22363, -0.45137, 0.28605], [0.97650, -0.32827, 1.51329], [1.37301, 1.91902, -0.30692], [0.57775, -1.62830, -1.17262], [-1.73776, -0.56097, -1.28354], [-0.98288, -0.60956, 1.52918], [-1.30286, 1.97895, -0.46379]]}

Entry 2:
{"formula": "C5H7N", "method": "ωB97M-V/def2-TZVPD", "e_above_lowest_ev": 3.025, "lumo_ev": 0.7, "smiles": "[H]/N=C1/C=C(C)C1", "orbital_gap_ev": 10.07, "symbols": ["H", "N", "C", "C", "C", "C", "C", "H", "H", "H", "H", "H", "H"], "xyz": [[1.37124, 2.37278, 1.79284], [0.29961, 2.10918, 1.83045], [0.21734, 1.13703, 1.02460], [-1.04668, 0.42464, 0.54704], [-0.48850, -0.30734, -0.44890], [-0.65900, -1.53576, -1.15382], [1.07451, 0.33627, 0.03466], [-2.04729, 0.65813, 0.87382], [0.25975, -2.19816, -0.96701], [-0.63905, -1.42353, -2.28071], [-1.64954, -2.17436, -1.04875], [1.69816, -0.45730, 0.35652], [1.60946, 1.05842, -0.56075]]}

Entry 3:
{"formula": "C5H7N", "method": "ωB97M-V/def2-TZVPD", "e_above_lowest_ev": 1.100, "lumo_ev": 1.0, "smiles": "N#CCC1CC1", "orbital_gap_ev": 12.02, "symbols": ["N", "C", "C", "C", "C", "C", "H", "H", "H", "H", "H", "H", "H"], "xyz": [[-0.66377, -0.10486, 3.00273], [-0.78927, -0.44277, 1.90354], [-0.92229, -0.80221, 0.48540], [0.34000, -0.47354, -0.30512], [0.96415, 0.88228, -0.15028], [0.27733, 0.51950, -1.43298], [-1.78384, -0.25583, 0.08510], [-1.16574, -1.86729, 0.41166], [1.02118, -1.31193, -0.42565], [2.04766, 0.94675, -0.14020], [0.46974, 1.58215, 0.51924], [-0.68298, 0.98602, -1.64041], [0.88782, 0.34173, -2.31304]]}

Entry 4:
{"formula": "C5H7N", "method": "ωB97M-V/def2-TZVPD", "e_above_lowest_ev": 3.027, "lumo_ev": 0.8, "orbital_gap_ev": 8.72, "symbols": ["C", "C", "C", "C", "C", "N", "H", "H", "H", "H", "H", "H", "H"], "xyz": [[-0.29831, -1.84512, 0.27077], [0.00678, -0.37950, 0.19322], [0.28822, 0.53573, 1.20114], [0.57916, 1.83895, 0.69012], [0.29249, 1.64405, -0.73222], [0.00825, 0.27292, -0.99642], [-1.32925, -2.05070, -0.04492], [0.36930, -2.42941, -0.37550], [-0.17991, -2.20106, 1.29747], [0.33417, 0.26459, 2.25193], [-0.58434, 2.27420, -0.32917], [0.73259, 2.21818, -1.53643], [-0.21916, -0.14282, -1.88999]]}

Entry 5:
{"formula": "C5H7N", "method": "ωB97M-V/def2-TZVPD", "e_above_lowest_ev": 2.786, "lumo_ev": 1.0, "smiles": "CC#C[C@H]1CN1", "orbital_gap_ev": 10.02, "symbols": ["C", "C", "C", "C", "C", "N", "H", "H", "H", "H", "H", "H", "H"], "xyz": [[0.38026, 2.69906, -0.55021], [0.15262, 1.27407, -0.36490], [0.06972, 0.07723, -0.31591], [0.03060, -1.36212, -0.31018], [-0.01829, -2.07145, 0.99087], [-1.18299, -2.06284, 0.11458], [1.32258, 2.73926, -1.09237], [0.53070, 3.23691, 0.39123], [-0.42837, 3.16874, -1.12881], [0.54346, -1.83029, -1.14612], [-0.02600, -1.46202, 1.89207], [0.48686, -3.02785, 1.08001], [-1.86117, -1.37871, 0.43976]]}

Entry 6:
{"formula": "C5H7N", "method": "ωB97M-V/def2-TZVPD", "e_above_lowest_ev": 3.369, "lumo_ev": 0.9, "smiles": "CC1(C#N)CC1", "orbital_gap_ev": 9.94, "symbols": ["C", "C", "C", "N", "C", "C", "H", "H", "H", "H", "H", "H", "H"], "xyz": [[-1.26326, -0.69952, 0.17405], [-0.18498, 0.47770, 0.29147], [-0.51169, 1.59101, -0.58057], [-0.82942, 2.44427, -1.30216], [1.30269, 0.43742, 0.66198], [0.86587, -0.59103, -0.25047], [-1.36808, -1.25823, 1.09995], [-2.14659, -0.16050, -0.12104], [-1.11960, -1.46069, -0.63569], [1.63397, 0.18257, 1.65737], [1.89756, 1.18408, 0.14340], [0.77852, -1.58978, 0.18270], [0.94500, -0.55729, -1.32099]]}

Entry 7:
{"formula": "C5H7N", "method": "ωB97M-V/def2-TZVPD", "e_above_lowest_ev": 5.943, "lumo_ev": 1.0, "orbital_gap_ev": 9.30, "symbols": ["C", "C", "N", "C", "C", "C", "H", "H", "H", "H", "H", "H", "H"], "xyz": [[1.11893, 0.71998, 1.10133], [1.16054, -0.09480, -0.18065], [1.14578, -1.42042, -0.17854], [-0.26345, -0.67957, -0.91541], [-1.49122, -0.16425, -0.31488], [-2.62451, 0.13727, -0.03788], [0.48619, 0.25225, 1.85859], [2.15349, 0.70920, 1.47070], [0.83635, 1.76568, 0.94535], [1.64209, 0.47288, -1.00845], [-0.38792, -1.76751, -0.98313], [-0.13380, -0.31310, -1.93573], [-3.64245, 0.38239, 0.17869]]}

Entry 8:
{"formula": "C5H7N", "method": "ωB97M-V/def2-TZVPD", "e_above_lowest_ev": 0.054, "lumo_ev": 1.1, "smiles": "Cc1ccc[nH]1", "orbital_gap_ev": 9.04, "symbols": ["C", "C", "C", "C", "C", "N", "H", "H", "H", "H", "H", "H", "H"], "xyz": [[-0.47340, -1.69269, 0.80955], [-0.08868, -0.43996, 0.08505], [1.09054, -0.09264, -0.53079], [1.01538, 1.28573, -0.87696], [-0.21593, 1.73670, -0.48182], [-0.88492, 0.68291, 0.08970], [-1.01754, -1.45062, 1.73075], [-1.09439, -2.37760, 0.22110], [0.43636, -2.22629, 1.10449], [1.93508, -0.75106, -0.69317], [1.79143, 1.88281, -1.33653], [-0.65044, 2.72521, -0.52146], [-1.84348, 0.71748, 0.40006]]}

Entry 9:
{"formula": "C5H7N", "method": "ωB97M-V/def2-TZVPD", "e_above_lowest_ev": 2.662, "lumo_ev": 0.9, "smiles": "C/C=C/C=C=N", "orbital_gap_ev": 8.82, "symbols": ["C", "C", "C", "C", "C", "N", "H", "H", "H", "H", "H", "H", "H"], "xyz": [[-2.40599, -0.36698, 0.03908], [-1.19025, 0.44651, 0.06963], [0.11276, -0.01392, 0.30685], [1.38739, 0.65431, 0.19623], [2.54420, 0.04054, 0.02467], [3.67628, -0.44521, 0.09922], [-3.45216, 0.18116, 0.32030], [-2.56026, -1.25843, 0.61027], [-2.53075, -0.59874, -1.01095], [-1.26044, 1.51726, -0.34394], [0.17423, -1.04749, 0.58630], [1.41518, 1.74458, -0.04519], [4.08981, -0.85359, -0.85248]]}

Entry 10:
{"formula": "C5H7N", "method": "ωB97M-V/def2-TZVPD", "e_above_lowest_ev": 5.707, "lumo_ev": [-0.6, -0.7], "orbital_gap_ev": [8.50, 8.45], "symbols": ["N", "C", "C", "C", "C", "C", "H", "H", "H", "H", "H", "H", "H"], "xyz": [[-0.63606, 1.37049, 2.23567], [-0.40702, 0.39779, 1.64770], [-0.11970, -0.87942, 0.97655], [0.80592, -0.73709, -0.20634], [-0.52886, 1.97439, -0.61549], [0.57619, -1.30849, -1.37956], [-1.07296, -1.32048, 0.66668], [0.31966, -1.54880, 1.72788], [1.69339, -0.12942, -0.04555], [0.01603, 2.93461, -0.48372], [-1.58090, 2.31081, -0.74560], [-0.33118, -1.87798, -1.56887], [1.26547, -1.18641, -2.20935]]}

Entry 11:
{"formula": "C5H7N", "method": "ωB97M-V/def2-TZVPD", "e_above_lowest_ev": 3.181, "lumo_ev": 0.2, "smiles": "C[C@H]1C=C=CN1", "orbital_gap_ev": 7.56, "symbols": ["C", "C", "C", "C", "C", "N", "H", "H", "H", "H", "H", "H", "H"], "xyz": [[1.64816, 0.13317, -0.06864], [0.20302, 0.19078, 0.40806], [-0.75295, 1.18805, -0.19315], [-1.96347, 0.68504, -0.60457], [-1.71405, -0.71706, -0.36407], [-0.54378, -1.03090, 0.18332], [2.22208, -0.63151, 0.46870], [1.70269, -0.07479, -1.14183], [2.12272, 1.10120, 0.11700], [0.15744, 0.41858, 1.48283], [-0.46538, 2.24015, -0.13646], [-2.39538, -1.54458, -0.57367], [-0.22109, -1.95813, 0.42248]]}

Entry 12:
{"formula": "C5H7N", "method": "ωB97M-V/def2-TZVPD", "e_above_lowest_ev": 1.954, "lumo_ev": 0.4, "smiles": "[H]/N=C\\C=C/C=C", "orbital_gap_ev": 9.52, "symbols": ["H", "N", "C", "C", "C", "C", "C", "H", "H", "H", "H", "H", "H"], "xyz": [[2.26842, 1.00124, -1.54120], [2.47396, 0.36038, -0.78184], [1.34407, -0.09635, -0.42818], [0.11384, 0.07480, -1.17703], [-1.11426, -0.06002, -0.66302], [-1.35555, -0.37768, 0.72137], [-0.56552, 0.02975, 1.70360], [1.42445, -0.79464, 0.37897], [0.23158, 0.31814, -2.22874], [-1.97877, 0.02198, -1.31499], [-2.20898, -0.99589, 0.96127], [-0.73752, -0.34715, 2.69117], [0.10429, 0.86545, 1.67862]]}

Entry 13:
{"formula": "C5H7N", "method": "ωB97M-V/def2-TZVPD", "e_above_lowest_ev": 5.047, "lumo_ev": [-0.2, 0.5], "orbital_gap_ev": [6.08, 9.42], "symbols": ["C", "C", "C", "N", "C", "C", "H", "H", "H", "H", "H", "H", "H"], "xyz": [[0.03659, -1.22448, -1.47473], [0.43990, -0.70348, -0.26849], [1.05798, 0.56702, -0.24300], [0.45408, 1.25575, 0.70901], [-0.38111, 0.42252, 1.47080], [-0.31442, -0.81962, 0.95765], [-1.62697, 1.08400, -0.72466], [0.52542, -0.94787, -2.40504], [-0.65192, -2.06356, -1.52880], [1.62786, 1.05502, -1.02097], [0.64248, 2.21799, 0.94206], [-0.89234, 0.82312, 2.33416], [-0.91755, -1.66644, 1.25202]]}

Entry 14:
{"formula": "C5H7N", "method": "ωB97M-V/def2-TZVPD", "e_above_lowest_ev": 3.754, "lumo_ev": 1.0, "orbital_gap_ev": 8.95, "symbols": ["C", "C", "C", "C", "N", "C", "H", "H", "H", "H", "H", "H", "H"], "xyz": [[0.17434, 1.24030, 0.09836], [-0.89140, 0.59810, -0.71363], [-1.06739, -0.72322, -0.47207], [-0.12349, -1.33534, 0.40392], [1.24638, -0.94224, 0.33472], [0.85756, 0.27770, 0.94076], [-0.00614, 2.26031, 0.46190], [0.61904, 1.18090, -0.95339], [-1.40853, 1.20938, -1.44102], [-1.97439, -1.22275, -0.79251], [-0.35246, -2.29765, 0.87496], [1.58121, -0.82809, -0.61659], [1.34526, 0.58261, 1.87459]]}

Entry 15:
{"formula": "C5H7N", "method": "ωB97M-V/def2-TZVPD", "e_above_lowest_ev": 3.117, "lumo_ev": 1.0, "orbital_gap_ev": 8.81, "symbols": ["C", "C", "C", "N", "C", "C", "H", "H", "H", "H", "H", "H", "H"], "xyz": [[1.95582, 0.00696, 0.09581], [0.52424, -0.03761, -0.24622], [-0.29427, -1.08546, -0.51765], [-1.58725, -0.69501, -0.18554], [-1.57589, 0.56185, 0.32306], [-0.28645, 1.01466, 0.32628], [1.25239, 0.48364, 1.16016], [2.48073, -0.91511, -0.30347], [2.53493, 0.85928, -0.27531], [-0.08885, -2.08978, -0.86337], [-2.41483, -1.22590, -0.37923], [-2.50425, 1.06317, 0.55251], [0.00366, 2.05930, 0.31298]]}

Entry 16:
{"formula": "C5H7N", "method": "ωB97M-V/def2-TZVPD", "e_above_lowest_ev": 3.712, "lumo_ev": 1.1, "smiles": "C#C[C@@H]1N[C@@H]1C", "orbital_gap_ev": 10.12, "symbols": ["C", "C", "C", "N", "C", "C", "H", "H", "H", "H", "H", "H", "H"], "xyz": [[2.22043, -0.89156, -0.03217], [1.57753, 0.12905, 0.03921], [0.52316, 0.97906, -0.47914], [-0.66142, 1.67056, 0.03266], [-0.77912, 0.27473, -0.34522], [-1.01640, -0.70463, 0.77946], [2.74318, -1.81085, -0.16886], [0.78823, 1.39702, -1.44799], [-0.74502, 1.75462, 1.04083], [-1.21585, -0.00407, -1.29347], [-0.66260, -0.30666, 1.73620], [-2.09134, -0.87906, 0.87005], [-0.50779, -1.65875, 0.63445]]}

Entry 17:
{"formula": "C5H7N", "method": "ωB97M-V/def2-TZVPD", "e_above_lowest_ev": 2.146, "lumo_ev": 0.3, "smiles": "C=CC#N.C=C", "orbital_gap_ev": 10.13, "symbols": ["C", "C", "C", "N", "H", "H", "H", "C", "C", "H", "H", "H", "H"], "xyz": [[-0.43142, 1.02789, -1.10676], [-0.07991, -0.12442, -1.67184], [-0.85971, -1.31778, -1.49417], [-1.47673, -2.28645, -1.33595], [0.18562, 1.91474, -1.21007], [-1.33512, 1.11797, -0.51178], [0.83755, -0.23014, -2.24221], [0.27274, 0.56483, 1.78752], [0.78378, -0.60239, 1.41829], [0.88875, 1.45375, 1.89915], [-0.79031, 0.68469, 1.98408], [0.16037, -1.48307, 1.27581], [1.84439, -0.71961, 1.20794]]}

Entry 18:
{"formula": "C5H7N", "method": "ωB97M-V/def2-TZVPD", "e_above_lowest_ev": 3.264, "lumo_ev": 1.1, "smiles": "C#CCN1CC1", "orbital_gap_ev": 10.60, "symbols": ["C", "C", "C", "N", "C", "C", "H", "H", "H", "H", "H", "H", "H"], "xyz": [[-0.77113, -2.19071, -1.81517], [-0.11899, -1.53974, -1.04137], [0.66386, -0.72925, -0.09975], [-0.21421, 0.02823, 0.78117], [-0.65783, 1.30692, 0.26258], [0.35522, 1.23686, 1.34543], [-1.36053, -2.76973, -2.49190], [1.28856, -1.38393, 0.51896], [1.34800, -0.07434, -0.67138], [-1.68893, 1.57331, 0.47899], [-0.30515, 1.60225, -0.72653], [0.07875, 1.44618, 2.37580], [1.38237, 1.49393, 1.08317]]}